Entry 1:
This record from the OMol25 dataset describes C12H43N3O14P2Si2 as an isolated structure in a non-equilibrium geometry. The level of theory is ωB97M-V with the def2-TZVPD basis set.

```
76
Properties=species:S:1:pos:R:3:forces:R:3
N 4.0097 -1.6279 1.0925 -0.100 -0.407 -0.027
C 3.8896 -1.6496 2.5384 1.143 0.482 1.151
N 5.1689 -1.1104 3.0465 -0.238 0.759 -0.346
N 3.7691 -3.0129 3.0579 -0.526 0.261 -0.422
C 2.7852 -0.7519 3.1517 -1.144 -1.113 -0.688
Si 1.1283 -0.6604 2.2151 1.386 0.554 0.668
C 1.3046 0.6999 0.9235 0.168 0.393 0.197
C 2.0711 1.9556 1.4122 -0.125 -0.106 0.009
C 3.5318 2.0094 0.9771 -1.289 0.744 0.749
C 3.7436 1.9763 -0.4979 -2.710 0.755 1.656
O 4.7274 1.5948 -0.9526 4.404 -1.944 -2.064
O 2.7347 2.4019 -1.3221 -0.988 0.176 0.652
O -0.0218 -0.3516 3.3928 -0.306 0.295 -1.493
Si -1.4674 0.3623 2.9496 0.332 0.586 1.081
C -1.2878 2.2592 2.7599 -0.254 -0.662 0.501
O -2.1580 2.7948 1.7680 -0.061 0.003 0.381
O -1.3312 3.2288 0.7192 0.412 0.424 -0.775
P -2.5277 -0.5037 1.1704 -1.101 1.032 -0.599
O -2.9940 -1.8438 1.3703 -0.112 -2.557 0.674
O -3.8425 0.4308 0.9837 0.856 0.386 -0.297
O -1.7077 -0.3416 -0.2096 0.251 0.383 0.129
P 0.6272 -2.6917 1.3604 -0.288 -0.700 0.234
O -0.3002 -3.3214 2.3203 -0.704 -0.271 0.631
H 3.4543 -2.3281 0.6274 -0.169 0.133 -0.109
H 3.8917 -0.7127 0.6916 0.004 0.043 -0.143
H 5.8602 -1.1170 2.3114 0.155 -0.287 0.059
H 5.4694 -1.6580 3.8343 0.173 -0.122 0.065
H 2.9098 -3.1324 3.5757 -0.101 -0.229 -0.109
H 3.8131 -3.6889 2.3108 0.112 -0.259 0.045
H 2.5215 -1.1723 4.1191 0.091 0.149 0.378
H 3.1469 0.2480 3.3163 0.228 0.337 0.075
H 0.3762 1.0357 0.4756 -0.283 -0.231 -0.067
H 1.8801 0.2706 0.1050 -0.060 -0.320 -0.249
H 2.0358 2.0326 2.4945 0.064 0.026 0.276
H 1.5791 2.8466 1.0477 -0.255 0.196 -0.178
H 3.9407 2.9493 1.3359 0.245 0.257 0.059
H 4.0967 1.2410 1.4834 0.472 -0.306 -0.244
H 2.5819 1.6674 -1.9269 0.097 0.272 -0.577
H -2.3937 0.1572 4.0745 -0.115 -0.207 -0.148
H -0.2629 2.5771 2.6172 0.144 0.150 -0.246
H -1.6108 2.7040 3.6960 -0.051 0.070 0.343
H -1.4957 2.5648 0.0419 -0.043 -0.158 -0.295
H -3.8342 0.7523 0.0734 -0.297 0.279 0.036
H -1.9569 -1.0999 -0.7670 -0.166 0.085 -0.198
H 1.7727 -3.5244 1.2903 0.211 0.460 -0.641
H 0.1454 -2.6323 0.0275 0.337 0.099 -0.109
C 2.8891 5.9728 -1.0303 0.081 -0.246 -0.051
O 3.7821 5.3735 -1.9634 0.067 0.038 -0.012
H 2.8745 7.0430 -1.2164 0.044 0.003 -0.035
H 1.8801 5.5729 -1.1573 -0.036 0.067 0.073
H 3.2274 5.7936 -0.0059 -0.077 0.094 0.044
H 3.7849 4.4272 -1.7898 -0.116 -0.071 -0.130
C -4.1204 -3.0402 -2.5882 -0.199 0.214 0.087
O -4.0022 -1.6798 -2.1727 0.350 0.137 0.071
H -3.1212 -3.4694 -2.6271 0.029 0.056 0.016
H -4.7263 -3.6022 -1.8776 0.005 -0.109 -0.080
H -4.5754 -3.0948 -3.5786 -0.007 -0.131 0.013
H -4.8923 -1.3129 -2.1424 -0.082 -0.153 -0.062
C -7.0789 -6.0191 -1.7196 -0.173 0.115 -0.224
O -6.8264 -5.1453 -2.8180 0.002 -0.027 0.054
H -6.1522 -6.1377 -1.1649 0.036 0.043 -0.031
H -7.8385 -5.5948 -1.0583 0.031 -0.088 0.095
H -7.4100 -6.9977 -2.0759 0.018 -0.049 0.118
H -7.6509 -5.0461 -3.3028 0.075 -0.014 -0.020
C -8.3495 -1.5610 -3.2368 0.063 0.210 0.105
O -7.0594 -1.1233 -2.8209 0.117 0.085 0.049
H -8.2658 -2.5975 -3.5496 0.084 -0.010 0.015
H -9.0616 -1.4914 -2.4114 -0.074 -0.074 -0.058
H -8.7044 -0.9598 -4.0771 -0.079 -0.081 -0.024
H -7.1430 -0.2047 -2.5460 0.000 -0.046 -0.022
C 6.5930 3.5035 -3.1013 -0.302 0.522 0.092
O 6.6615 4.8875 -2.7631 0.112 -0.120 -0.110
H 7.6071 3.1140 -3.1442 0.021 0.034 0.014
H 6.0280 2.9570 -2.3440 0.090 -0.177 -0.112
H 6.1171 3.3749 -4.0785 0.050 -0.162 -0.010
H 5.7594 5.2304 -2.7211 0.070 0.031 0.111
```
Positions in Å, forces in eV/Å.

Atom charges from the Mulliken analysis, given in e for atoms 1 to 4:
1. N -0.562
2. C 0.840
3. N -0.553
4. N -0.640

Entry 2:
This record from the OMol25 dataset describes a 8-piece molecular cluster, C12H44BNO11 overall in a non-equilibrium geometry. The level of theory is ωB97M-V with the def2-TZVPD basis set.

```
69
Properties=species:S:1:pos:R:3:forces:R:3
N -0.6250 0.4364 -0.2892 0.440 0.675 -0.042
H -0.1492 -0.4393 -0.1256 0.566 -0.807 0.161
H -0.0082 1.2014 -0.0559 0.368 0.483 -0.043
H -1.3825 0.4793 0.3775 -1.074 0.319 0.296
H -0.8504 0.4445 -1.2737 -0.675 0.230 0.063
B 0.5467 -2.1765 -0.3588 -0.021 -0.538 -0.392
H 0.2480 -1.5958 -1.2177 -0.783 1.964 -3.239
H 1.6122 -2.3465 -0.3497 3.860 -0.946 -0.085
H 0.2908 -1.6298 0.5356 -0.769 1.721 3.684
H 0.0380 -3.1265 -0.4133 -1.913 -3.560 -0.044
C -1.2797 -2.1078 -3.4630 0.417 -0.096 -0.574
C -1.0558 -2.7897 -4.8257 -0.012 -0.255 1.352
O 0.0950 -3.6173 -4.6672 0.198 -0.005 -0.061
H -2.2345 -1.6041 -3.3120 -0.044 0.064 -0.496
H -0.4711 -1.3791 -3.4056 -0.117 0.075 0.507
H -1.1817 -2.8080 -2.6334 0.236 -0.109 -0.208
H -0.8059 -2.0388 -5.5753 -0.616 0.039 -0.286
H -1.8868 -3.4527 -5.0663 -0.309 0.352 -0.461
H 0.3216 -3.9271 -5.5472 0.184 -0.166 0.017
C -0.6682 0.3160 3.5529 -1.660 -1.349 -0.119
C -1.8425 1.2480 3.0705 1.324 -0.456 0.180
O -2.3516 0.8912 1.7941 0.667 0.658 0.008
O -1.1012 -1.0285 3.9437 0.273 1.714 1.082
H -0.2005 0.7807 4.4209 -0.131 -0.175 0.202
H 0.1183 0.1837 2.8099 -0.265 0.427 -0.302
H -1.4241 2.2541 3.0397 0.055 0.134 -0.418
H -2.6909 1.3251 3.7505 0.196 -0.445 0.462
H -3.0214 0.2182 1.9355 -0.535 -0.496 -0.075
H -1.4539 -1.5639 3.2292 0.206 0.116 -0.828
C 5.0670 -0.0009 0.8720 -1.071 1.400 -0.168
C 3.8026 -0.8601 0.8062 1.262 -0.457 0.142
O 2.6666 -0.2704 0.2195 0.953 1.528 0.543
O 4.8718 1.1013 1.7880 0.497 -1.018 0.077
H 5.3151 0.4383 -0.0942 -0.111 -0.171 -0.355
H 5.9441 -0.5798 1.1611 -0.241 -0.148 0.379
H 3.6240 -1.1515 1.8412 -0.293 -0.167 0.173
H 4.0689 -1.7527 0.2400 -0.015 -0.302 -0.020
H 2.1088 -1.0149 -0.0180 -0.575 -0.518 -0.283
H 4.5203 1.8453 1.2935 -0.167 0.233 -0.103
C 0.0500 2.1120 -2.9698 -0.136 0.638 0.259
C -1.3869 1.9889 -3.4488 1.168 1.169 -1.127
O -2.0666 1.0676 -2.7186 -1.301 -1.465 1.458
O 0.1481 2.6307 -1.6435 -0.311 0.006 0.111
H 0.5946 2.8629 -3.5421 0.073 -0.651 -0.903
H 0.5181 1.1276 -2.9696 0.249 0.108 -0.122
H -1.4118 1.6374 -4.4802 0.388 0.500 -0.494
H -1.9024 2.9445 -3.3529 0.182 0.476 -0.296
H -2.9743 1.1307 -3.0247 -0.209 -0.445 0.352
H -0.0920 3.5565 -1.7260 -0.003 0.136 0.342
C -4.0070 -2.3074 2.0082 -0.711 -1.577 -0.428
C -2.8444 -2.8618 1.1106 -1.807 -0.052 0.618
O -1.6419 -2.6408 1.7220 0.626 0.824 1.011
O -4.2607 -0.9002 1.8597 0.573 -0.522 -0.238
H -3.9760 -2.6286 3.0493 1.307 0.655 0.431
H -4.8772 -2.9344 1.8140 -0.572 0.444 -1.141
H -2.9529 -2.4887 0.0922 0.199 0.632 -0.053
H -2.9180 -3.9404 0.9715 -0.777 -0.298 0.271
H -0.9538 -2.4586 1.0779 0.733 -0.096 -0.446
H -5.1671 -0.6209 2.0075 -0.077 -0.501 0.110
C 2.4931 3.9912 1.3508 0.941 -0.353 0.117
C 1.8622 3.0049 2.2714 -0.128 -0.300 0.758
O 1.2385 1.9598 1.5875 -1.037 -0.062 -0.458
O 3.6776 3.3893 0.8187 -0.028 0.445 -0.431
H 2.8247 4.8647 1.9121 -0.412 0.307 0.051
H 1.8279 4.2368 0.5230 -0.241 0.177 0.129
H 1.1450 3.5351 2.8980 -0.386 -0.025 -0.065
H 2.5654 2.5440 2.9651 0.500 0.441 0.020
H 1.8186 1.1976 1.5241 0.490 -0.305 -0.348
H 4.0943 4.0978 0.3226 0.398 -0.251 -0.211
```
Positions in Å, forces in eV/Å.

As for the energy above the lowest of the compared OMol25 structures with the same formula, charge and spin: 39.7 kJ/mol.

Atom charges from the Mulliken analysis, given in e for atoms 1 to 4:
1. N 1.081
2. H -0.297
3. H 0.345
4. H 0.354

Entry 3:
This record from the OMol25 dataset describes a 10-piece molecular cluster, C12H44N10O10 overall in a non-equilibrium geometry. The level of theory is ωB97M-V with the def2-TZVPD basis set.

```
76
Properties=species:S:1:pos:R:3:forces:R:3
N -0.2740 -1.9730 -2.3019 4.211 -1.305 4.032
C -1.5770 -1.8810 -2.4149 -4.427 4.389 3.298
N -1.9750 -2.5130 -3.5369 -1.653 -0.906 0.086
O -2.2820 -1.0220 -1.6199 2.875 -4.844 -4.252
H 0.1470 -1.4120 -1.4619 -1.155 -1.105 -1.680
H 0.2260 -2.8970 -2.4169 -1.000 1.546 -0.201
H -2.9440 -2.6770 -3.7379 -0.292 0.168 0.169
H -1.3420 -3.2010 -3.9099 -0.108 -0.215 -0.008
N 0.2620 0.4090 -0.8229 1.559 0.328 -6.497
C -0.2920 0.4270 0.3081 -5.638 2.175 2.166
N 0.5830 0.1130 1.2441 -0.900 -1.173 4.663
O -1.5410 0.8090 0.4971 4.088 -1.848 -0.089
H -0.2710 0.8040 -1.6349 0.924 -0.203 0.702
H 1.2870 0.3640 -0.8689 -0.986 0.393 -0.290
H 0.0270 0.0690 2.1511 1.000 -0.238 -1.114
H 1.3550 -0.5690 1.0991 -1.304 0.382 -0.028
N -1.7010 1.5080 -2.7649 -0.061 -3.149 -1.544
C -1.7150 2.7860 -2.3799 2.135 5.942 -6.778
N -1.9620 2.9290 -1.1579 -0.893 4.931 6.019
O -1.4200 3.8910 -3.1879 -1.558 -5.797 3.438
H -1.8040 1.2710 -3.7579 0.222 0.540 0.718
H -2.0030 0.7360 -2.1159 -0.175 1.279 -0.893
H -1.8750 3.9090 -0.7259 -0.033 -2.097 -1.393
H -2.1180 2.2360 -0.4609 0.055 -1.086 0.052
N 1.1410 -0.4660 -3.9229 2.213 0.946 6.262
C 0.6500 -0.2240 -5.0649 2.828 2.710 -9.929
N -0.3950 -0.9940 -5.3509 -2.789 -1.423 -0.300
O 1.3160 0.4680 -6.1299 -3.611 -3.119 5.878
H 1.7780 0.2280 -3.5379 0.066 -0.160 -0.545
H 0.5200 -0.8460 -3.1489 1.193 0.659 -2.042
H -0.7790 -0.9860 -6.2969 0.402 0.213 0.659
H -0.8870 -1.5970 -4.6239 1.055 1.815 -1.906
N 3.7170 3.5170 1.3661 3.285 2.125 -0.378
C 2.7450 2.7340 0.9421 -3.186 4.361 -7.455
N 2.2680 2.0120 1.8911 -1.123 -4.804 2.946
O 2.0710 2.9510 -0.2649 3.646 -1.598 5.835
H 4.0880 4.3040 0.7921 -0.603 -1.370 0.614
H 4.1800 3.3290 2.2701 -0.661 0.408 -1.011
H 1.5470 1.3160 1.6031 0.154 0.773 -0.016
H 2.9490 1.4720 2.4541 -0.420 1.016 -0.053
C 0.6180 -0.1720 4.4981 -2.046 0.666 -0.284
C -0.9070 -0.2850 4.4251 1.642 -0.478 -0.694
O -1.3590 0.2570 3.2311 0.087 1.727 -0.548
H 1.0180 -0.6780 3.6551 0.602 -0.723 -0.486
H 0.9530 -0.5600 5.4091 0.729 -0.686 1.294
H 0.8670 0.8430 4.4181 0.705 1.605 0.049
H -1.4740 0.0080 5.2681 -0.332 0.548 1.077
H -1.0200 -1.2810 4.1961 -0.700 -3.044 0.890
H -2.2370 -0.0730 3.0701 -0.709 0.016 -0.647
C -0.4090 -2.9090 1.0411 1.329 1.547 0.128
C 1.0240 -3.2050 0.6681 -0.437 -1.105 -0.090
O 1.8520 -2.2390 1.2231 -1.427 1.371 1.062
H -0.9410 -3.7740 0.8311 -1.526 -1.370 -0.553
H -0.7510 -2.0240 0.5241 -0.563 -0.063 -0.355
H -0.5200 -2.6700 2.0961 0.242 -0.216 0.221
H 1.1970 -3.2220 -0.4349 -0.286 -0.282 0.647
H 1.2690 -4.1840 1.1181 0.126 0.140 -0.471
H 2.7200 -2.4790 1.0751 2.940 -0.698 -0.459
C 3.5990 -0.0860 -0.5939 1.326 0.573 -1.682
O 2.8110 -0.8640 -1.4959 -1.158 -0.826 -0.305
H 3.2810 -0.1180 0.4481 -0.304 -0.493 -0.211
H 3.5800 0.9930 -0.9129 0.164 -0.961 0.306
H 4.5860 -0.5320 -0.7129 0.423 0.646 0.681
H 3.2840 -1.3050 -2.2399 -0.073 0.956 1.119
C -3.9520 -2.0850 1.3961 -0.982 -0.094 -0.632
O -3.8640 -0.7060 1.1911 -2.125 0.008 2.253
H -4.7130 -2.4650 0.7021 0.000 -0.263 0.057
H -4.3620 -2.2810 2.4121 0.706 0.037 -0.475
H -3.0410 -2.6240 1.1471 0.217 -0.044 0.458
H -3.1610 -0.3840 0.6891 2.273 0.420 -1.514
C -0.8840 3.2340 2.6341 -0.500 -0.031 0.846
O -0.0440 4.0220 1.8631 -2.202 3.506 0.850
H -0.3130 2.4880 3.2121 -0.352 0.249 -0.076
H -1.5260 2.7560 1.9431 -1.047 -1.110 -0.198
H -1.4820 3.8440 3.3011 -0.024 0.159 0.275
H 0.5990 3.4270 1.7081 3.946 -2.346 -1.667
```
Positions in Å, forces in eV/Å.

Its SMILES is NC(N)=O.NC(N)=O.NC(N)=O.NC(N)=O.NC(N)=O.CCO.CCO.CO.CO.CO. As for the energy above the lowest of the compared OMol25 structures with the same formula, charge and spin: 783.2 kJ/mol.

Atom charges from the Mulliken analysis, given in e for atoms 1 to 4:
1. N 0.196
2. C 0.384
3. N -0.417
4. O -0.710

no.,electronic energy (eV),orbital gap (Ha),LUMO energy (hartree)
1,-80609.132,0.3362,-0.002
2,-37840.730,0.3422,0.002
3,-48529.121,0.2667,-0.020